Entry 1:
Computed, not measured: a 5-piece molecular cluster, C21H47N5O6 overall, with the ωB97M-V functional and the def2-TZVPD basis.

Results
* HOMO energy: -8.9804 eV
* structure (SMILES): CCCCCNC(=O)OCCC.CN(C)C=O.CN(C)C=O.CN(C)C=O.CN(C)C=O
* molar mass: 465.64 g mol⁻¹
* total charge: 0
* gap between HOMO and LUMO: 9.64 eV

Cartesian coordinates (Å):
C: -2.20738 4.42437 -6.63908
C: -3.72177 4.25850 -6.48584
C: -4.09054 3.23841 -5.40464
C: -4.15769 1.80162 -5.91821
C: -4.85197 0.87635 -4.92346
N: -4.55050 -0.53419 -5.20143
C: -3.39670 -1.02230 -4.53335
O: -2.37172 -1.26811 -5.08680
O: -3.56300 -1.22344 -3.19286
C: -2.81302 -0.35745 -2.30818
C: -2.22501 -1.16138 -1.15118
C: -0.69556 -1.28433 -1.18253
H: -1.69761 3.46435 -6.53016
H: -1.94726 4.82199 -7.62162
H: -1.81246 5.11106 -5.88842
H: -4.15021 3.95412 -7.44479
H: -4.16569 5.22600 -6.24048
H: -3.33180 3.28286 -4.61410
H: -5.04049 3.50135 -4.92742
H: -4.69377 1.76224 -6.87033
H: -3.15485 1.40476 -6.10018
H: -5.93362 0.99753 -4.99780
H: -4.56595 1.16575 -3.90265
H: -5.34577 -1.12727 -5.00277
H: -2.01834 0.12225 -2.88538
H: -3.49902 0.41238 -1.94938
H: -2.68739 -2.14915 -1.17179
H: -2.53460 -0.69636 -0.21318
H: -0.29959 -1.12753 -2.18764
H: -0.21386 -0.56938 -0.51814
H: -0.38914 -2.27732 -0.84933
C: 1.89315 1.94201 0.55047
O: 1.05162 1.39523 -0.13774
N: 1.93227 1.88440 1.89333
C: 2.94054 2.57709 2.66588
C: 0.90993 1.10844 2.57932
H: 2.71326 2.53749 0.11458
H: 3.52428 1.87353 3.26318
H: 2.48365 3.31483 3.32867
H: 3.61807 3.09775 1.98961
H: 0.94442 0.06298 2.27003
H: -0.08213 1.49830 2.34993
H: 1.08242 1.17421 3.65104
C: 1.21802 -3.96868 1.24924
O: 0.85356 -3.14168 2.06499
N: 0.96224 -5.28779 1.32951
C: 1.42242 -6.21854 0.32387
C: 0.19622 -5.78532 2.46305
H: 1.80114 -3.69516 0.35275
H: 0.58166 -6.73096 -0.14877
H: 2.08332 -6.97026 0.76104
H: 1.97233 -5.67835 -0.44531
H: -0.79343 -5.32729 2.48196
H: 0.69578 -5.55797 3.40203
H: 0.09528 -6.86415 2.37375
C: 2.44260 -6.79882 5.90265
O: 1.33502 -6.83734 5.40154
N: 2.77445 -6.00960 6.94315
C: 4.10558 -5.99525 7.50776
C: 1.74973 -5.14381 7.50211
H: 3.28266 -7.41388 5.53814
H: 4.08742 -6.28749 8.55975
H: 4.55215 -5.00175 7.43088
H: 4.73477 -6.69897 6.96531
H: 0.90756 -5.73172 7.86744
H: 1.37402 -4.45507 6.74516
H: 2.17925 -4.57719 8.32519
C: 2.06756 6.88021 1.97163
O: 1.35677 6.18967 2.67609
N: 2.35255 6.60676 0.68201
C: 3.23080 7.43900 -0.10961
C: 1.75356 5.42318 0.08761
H: 2.55427 7.80014 2.33790
H: 2.70905 7.84431 -0.97906
H: 4.09689 6.87273 -0.45878
H: 3.58454 8.27007 0.49841
H: 0.66594 5.49966 0.08914
H: 2.02053 4.54206 0.66691
H: 2.10857 5.31528 -0.93462

Mulliken atomic charge list, values in e, 8 entries: C -1.16; C -0.53; C -0.58; C -0.39; C -0.52; N -0.29; C 0.41; O -0.46

Entry 2:
Computed, not measured: C21H48AlBBr2ClFN7O9 as an isolated structure in a non-equilibrium geometry, with the ωB97M-V functional and the def2-TZVPD basis.

Results
* HOMO energy: -9.3412 eV
* molar mass: 794.71 g mol⁻¹
* total charge: +1
* gap between HOMO and LUMO: 1.17 eV

Cartesian coordinates (Å):
C: -2.91619 2.65642 -0.80636
C: -1.68399 2.41487 -1.65493
N: -1.59040 1.06389 -2.29029
N: -0.93104 0.17179 -1.43339
N: -1.65169 -0.40910 -0.48601
C: -0.96205 -1.21462 0.30433
C: -1.75802 -1.93273 1.36414
C: -0.93503 -2.69055 2.40897
C: -0.69722 -4.12709 2.03073
O: 0.17205 -4.19968 0.86525
C: 0.42602 -1.41418 0.18968
C: 1.12871 -0.77607 -0.81249
C: 2.62093 -0.90483 -1.01418
Br: 3.31582 -2.42550 0.04654
C: 3.38073 0.37652 -0.61981
C: 2.81610 1.11313 0.60071
C: 0.35968 0.04049 -1.67395
B: 0.89725 0.85413 -2.94973
O: 1.36847 2.14035 -2.66763
N: 0.90392 0.41387 -4.31008
C: -0.28363 0.80667 -5.10558
C: 1.23359 -1.00970 -4.49722
H: -3.29781 1.76412 -0.30899
H: -3.71512 3.20812 -1.45211
H: -2.65324 3.36552 -0.02460
H: -1.57614 3.15795 -2.44690
H: -0.79376 2.50016 -1.02059
H: -2.53683 0.70351 -2.39908
H: -2.42828 -1.21852 1.84422
H: -2.39637 -2.64199 0.82737
H: -1.53163 -2.74430 3.32386
H: 0.00390 -2.20496 2.68877
H: -0.22902 -4.65774 2.85739
H: -1.63354 -4.63555 1.80620
H: 0.53711 -5.08737 0.83368
H: 0.95498 -2.06083 0.86736
H: 2.86147 -1.15862 -2.04437
H: 4.42052 0.11177 -0.43270
H: 3.38263 1.04334 -1.48271
H: 2.24173 1.99789 0.32179
H: 3.63268 1.47861 1.22514
H: 2.20108 0.48622 1.24614
H: 2.02467 2.39027 -3.32670
H: -0.01324 0.80666 -6.16037
H: -1.07094 0.05702 -4.99706
H: -0.67949 1.77719 -4.81652
H: 0.45269 -1.49571 -5.08462
H: 2.15724 -1.14242 -5.06318
H: 1.33875 -1.56517 -3.56239
C: -1.77533 3.01265 -9.27484
C: -0.75602 1.99500 -8.79987
O: -1.38130 0.85518 -8.21013
H: -2.40298 3.33958 -8.44497
H: -1.28657 3.88502 -9.71007
H: -2.43356 2.57544 -10.02779
H: -0.11045 2.42815 -8.03418
H: -0.12713 1.66777 -9.63347
H: -1.94533 0.45421 -8.87924
Br: 2.77340 -0.31048 3.98033
C: 4.96514 0.24868 8.46794
C: 4.49121 0.05325 7.11219
N: 4.12605 -0.11902 6.04457
H: 5.13819 -0.71296 8.94672
H: 5.90473 0.80099 8.41776
H: 4.25160 0.81716 9.06104
Cl: -4.59444 4.83683 -1.41573
C: -4.43941 -1.55420 4.40015
C: -4.03877 -2.75189 5.23641
O: -3.42523 -3.69452 4.76656
N: -4.39676 -2.73998 6.54812
C: -5.12437 -1.71926 7.27694
H: -4.09059 -1.71693 3.38466
H: -5.52348 -1.44109 4.38078
H: -3.98747 -0.64050 4.78934
H: -4.10300 -3.56516 7.04750
H: -4.51586 -1.34620 8.10247
H: -6.04173 -2.14023 7.69120
H: -5.38275 -0.88833 6.62917
Al: 4.71268 -1.35613 2.34394
F: -2.16692 -5.63687 3.77531
O: -3.55519 -1.37448 -5.24420
H: -3.24480 -1.38523 -4.33452
H: -3.66090 -0.44248 -5.46260
N: 8.19301 0.84080 7.09154
O: 8.44588 -0.27824 7.54389
O: 7.91825 0.97198 5.88961
O: 8.17358 1.82367 7.83758
O: 2.27370 5.12950 -2.58497
H: 1.81093 5.97043 -2.79115
H: 2.57232 4.68399 -3.40146
H: 1.71468 4.52832 -2.03348

Mulliken atomic charge list, values in e, 8 entries: C -1.27; C -0.05; N -0.60; N 1.56; N -1.33; C -0.52; C -0.58; C 0.06